Record 1
Below is a 9-piece molecular cluster, C16H52BF4N4O8 overall in a non-equilibrium geometry, with properties calculated with the ωB97M-V functional and the def2-TZVPD basis.

Last column: Mulliken charge in e.
Positions of all 85 atoms, in Å:
B 0.984 0.155 -0.027  0.68
F 1.862 -0.816 -0.489  -0.29
F 1.113 0.286 1.363  -0.40
F 1.139 1.411 -0.655  -0.59
F -0.342 -0.261 -0.339  -0.16
C 1.222 -5.783 0.059  -1.59
C 1.756 -4.368 -0.203  0.45
C 2.453 -4.298 -1.559  -0.47
O 3.413 -5.303 -1.708  -0.35
C 4.015 -5.381 -2.965  -0.77
N 0.641 -3.443 -0.078  -0.46
H 0.822 -5.867 1.071  0.40
H 2.019 -6.513 -0.077  0.36
H 0.368 -6.028 -0.582  0.35
H 2.427 -4.169 0.638  0.25
H 2.785 -3.269 -1.774  0.34
H 1.661 -4.359 -2.330  0.30
H 4.787 -6.148 -2.946  0.25
H 4.514 -4.429 -3.201  0.30
H 3.304 -5.564 -3.779  0.31
H -0.085 -3.703 -0.741  0.29
H 0.937 -2.509 -0.358  0.01
C -2.502 5.213 1.632  -1.58
C -2.369 3.767 1.215  0.33
C -2.127 3.646 -0.292  -0.25
O -3.236 4.153 -1.039  -0.43
C -2.876 4.549 -2.333  -0.53
N -1.294 3.166 1.976  -0.43
H -3.360 5.769 1.254  0.35
H -1.666 5.752 1.155  0.36
H -2.348 5.391 2.695  0.39
H -3.304 3.243 1.437  0.28
H -2.031 2.600 -0.608  0.14
H -1.190 4.149 -0.562  0.33
H -3.719 5.016 -2.843  0.28
H -2.617 3.678 -2.952  0.07
H -2.032 5.246 -2.322  0.33
H -0.438 3.700 1.847  0.33
H -1.087 2.195 1.772  0.04
C -2.415 -0.679 -3.321  -1.21
C -1.039 -0.668 -4.016  0.31
C -0.439 0.748 -3.975  -0.30
O 0.849 0.804 -4.563  -0.30
C 0.890 0.850 -5.982  -0.82
N -0.154 -1.572 -3.256  -0.65
H -2.276 -0.739 -2.241  0.27
H -2.987 -1.539 -3.660  0.28
H -2.955 0.256 -3.495  0.33
H -1.157 -1.059 -5.029  0.42
H -0.270 1.111 -2.959  -0.04
H -1.147 1.457 -4.433  0.39
H 0.268 0.016 -6.322  0.30
H 1.907 0.651 -6.309  0.27
H 0.527 1.796 -6.387  0.27
H -0.250 -1.322 -2.274  -0.04
H 0.801 -1.296 -3.483  0.35
C -2.348 0.349 5.231  -1.71
C -1.072 0.578 4.428  0.75
C 0.237 0.190 5.081  -0.47
O 0.582 1.179 6.052  -0.37
C 1.729 0.774 6.785  -0.75
N -1.274 -0.130 3.145  -0.42
H -2.511 -0.696 5.508  0.36
H -3.156 0.749 4.624  0.38
H -2.304 0.849 6.205  0.37
H -1.018 1.637 4.161  0.13
H 1.065 0.103 4.373  0.38
H 0.091 -0.764 5.614  0.28
H 1.971 1.631 7.419  0.26
H 2.565 0.590 6.109  0.30
H 1.457 -0.030 7.475  0.30
H -1.217 -1.145 3.261  0.35
H -0.415 -0.020 2.595  -0.11
O -2.549 -1.862 0.150  -0.69
H -1.806 -1.249 0.032  0.30
H -3.151 -1.394 0.735  0.34
O 2.386 -1.837 2.949  -0.70
H 3.243 -1.580 2.596  0.33
H 1.753 -1.435 2.339  0.31
O 2.934 1.237 -2.699  -0.78
H 2.421 1.202 -1.874  0.41
H 2.334 0.884 -3.369  0.44
O 1.474 3.651 0.839  -0.72
H 1.229 2.744 0.591  0.34
H 1.600 4.099 -0.002  0.30

Results
lowest unoccupied orbital energy = 2.563 eV
net charge = -1
molecular weight = 515.42 g/mol
HOMO-LUMO gap = 9.041 eV
ΔE to the lowest compared entry with this formula, charge and spin = 0.000 eV
DFT total energy = -1886.35164 Ha


Record 2
Below is the molecule C6H9BrN2O in a non-equilibrium geometry, with properties calculated with the ωB97M-V functional and the def2-TZVPD basis.

Last column: Mulliken charge in e.
Positions of all 19 atoms, in Å:
Br -1.816 -2.589 -0.531  -0.21
N 1.192 0.174 -0.700  -0.92
O 1.294 2.058 1.786  -0.52
C 0.721 -1.012 -0.935  0.80
C -0.622 -1.126 -0.372  -0.10
C -0.863 0.028 0.292  0.59
N 0.268 0.817 0.093  0.55
C 1.408 -2.046 -1.767  -1.15
C -2.091 0.352 1.090  -1.57
C 0.490 2.168 0.644  -0.36
H 1.956 1.376 1.629  0.33
H 1.523 -2.985 -1.178  0.29
H 2.403 -1.660 -2.053  0.31
H 0.782 -2.280 -2.650  0.29
H -2.600 1.214 0.676  0.34
H -1.789 0.583 2.115  0.33
H -2.804 -0.446 1.095  0.40
H -0.460 2.618 0.899  0.29
H 1.007 2.755 -0.135  0.29

Results
lowest unoccupied orbital energy = 0.748 eV
molecular weight = 205.06 g/mol
HOMO-LUMO gap = 9.619 eV
ΔE to the lowest compared entry with this formula, charge and spin = 0.073 eV
DFT total energy = -2992.77970 Ha


Record 3
Below is the molecule C5H10 in a non-equilibrium geometry, with properties calculated with the ωB97M-V functional and the def2-TZVPD basis.

Last column: Mulliken charge in e.
Positions of all 15 atoms, in Å:
C -1.775 0.837 0.316  -1.31
C -0.481 0.092 0.044  0.77
C 0.643 0.459 0.668  -0.27
C 2.018 -0.018 0.200  -1.23
C -0.501 -1.151 -0.844  -1.31
H -2.190 0.711 1.316  0.30
H -2.564 0.512 -0.356  0.36
H -1.547 1.864 0.045  0.32
H 0.691 1.243 1.409  0.38
H 2.667 0.838 0.362  0.38
H 2.391 -0.761 0.919  0.28
H 2.172 -0.326 -0.829  0.33
H 0.024 -0.960 -1.778  0.30
H -1.530 -1.357 -1.137  0.38
H -0.018 -1.981 -0.336  0.31

Results
lowest unoccupied orbital energy = 1.146 eV
molecular weight = 70.13 g/mol
HOMO-LUMO gap = 9.810 eV
ΔE to the lowest compared entry with this formula, charge and spin = 0.989 eV
DFT total energy = -196.47207 Ha


Record 4
Below is the molecule C4H8O3, with properties calculated with the ωB97M-V functional and the def2-TZVPD basis.

Last column: Mulliken charge in e.
Positions of all 15 atoms, in Å:
O -1.829 1.605 -0.288  -0.53
C -1.383 0.385 -0.842  -0.36
C -0.995 -0.603 0.300  -0.38
C 0.480 -0.838 0.103  0.35
O 0.861 -1.360 -0.932  -0.57
C 1.557 -0.240 1.011  -0.39
O 2.437 0.511 0.209  -0.51
H -1.359 2.341 -0.698  0.32
H -0.524 0.570 -1.497  0.37
H -2.156 -0.090 -1.458  0.21
H -1.531 -1.556 0.187  0.29
H -1.268 -0.123 1.251  0.33
H 1.160 0.427 1.780  0.29
H 2.086 -1.070 1.509  0.25
H 2.463 0.039 -0.637  0.33

Results
lowest unoccupied orbital energy = 0.685 eV
molecular weight = 104.10 g/mol
HOMO-LUMO gap = 10.584 eV
ΔE to the lowest compared entry with this formula, charge and spin = 1.823 eV
DFT total energy = -382.89783 Ha


Record 5
Below is CH12Ba3O9 as an isolated structure in a non-equilibrium geometry, with properties calculated with the ωB97M-V functional and the def2-TZVPD basis.

Last column: Mulliken charge in e.
Positions of all 25 atoms, in Å:
Ba 1.128 28.791 -14.797  1.82
Ba 5.728 30.015 -12.743  1.88
Ba -1.361 31.353 -11.834  1.88
C 2.555 30.800 -12.759  0.83
O 3.100 30.160 -13.669  -1.18
O 1.369 30.933 -12.634  -0.71
O 3.322 31.173 -11.842  -1.09
O 3.160 29.276 -16.691  -0.53
H 3.547 28.891 -17.477  0.31
H 3.568 30.139 -16.619  0.37
O 0.614 30.493 -10.159  -0.76
H 1.126 30.851 -9.434  0.33
H 1.151 30.653 -10.935  0.54
O 2.959 31.598 -9.248  -0.68
H 3.664 32.202 -9.017  0.32
H 3.141 31.353 -10.155  0.46
O 1.442 33.820 -14.149  -0.54
H 1.920 34.000 -13.339  0.37
H 1.433 32.865 -14.214  0.24
O 3.138 33.827 -11.532  -0.60
H 3.221 32.876 -11.601  0.40
H 3.965 34.114 -11.146  0.32
O 3.820 31.888 -15.909  -0.62
H 3.732 31.291 -15.166  0.29
H 4.474 32.527 -15.627  0.35

Results
lowest unoccupied orbital energy = -13.799 eV
net charge = +4
molecular weight = 580.08 g/mol
HOMO-LUMO gap = 7.421 eV
ΔE to the lowest compared entry with this formula, charge and spin = 3.942 eV
DFT total energy = -797.63947 Ha


Record 6
Below is C34H33N4O2PPdS2 as an isolated structure in a non-equilibrium geometry, with properties calculated with the ωB97M-V functional and the def2-TZVPD basis.

Last column: Mulliken charge in e.
Positions of all 77 atoms, in Å:
Pd -0.726 -0.861 -0.889  0.75
C 3.337 1.255 -0.619  -1.77
C 2.125 0.416 -0.859  0.46
N 0.961 0.944 -0.598  1.16
N 0.476 2.053 -0.579  -0.61
C -0.317 2.448 0.609  0.42
O -0.839 1.594 1.276  -0.53
C -0.381 3.899 0.773  0.43
C -0.978 4.392 1.935  -0.49
C -1.039 5.755 2.144  -0.67
C -0.504 6.627 1.199  -0.35
C 0.087 6.140 0.040  -0.79
C 0.148 4.776 -0.181  -0.17
C 2.245 -0.980 -1.267  1.16
C 3.465 -1.500 -1.675  -1.02
C 3.543 -2.837 -2.032  -0.77
C 2.402 -3.614 -1.963  -0.81
C 1.216 -3.023 -1.554  -0.59
N 1.137 -1.741 -1.214  0.78
H 3.071 2.273 -0.351  0.43
H 3.924 1.267 -1.540  0.43
H 3.947 0.814 0.168  0.33
H -1.385 3.698 2.658  0.44
H -1.501 6.146 3.040  0.43
H -0.555 7.694 1.367  0.42
H 0.488 6.826 -0.693  0.43
H 0.576 4.398 -1.099  0.48
H 4.342 -0.873 -1.722  0.48
H 4.484 -3.260 -2.355  0.46
H 2.416 -4.663 -2.220  0.50
H 0.303 -3.598 -1.489  0.43
O 2.639 -0.996 1.559  -0.38
C 2.142 -2.201 2.157  -0.42
C 1.081 -1.911 3.202  -0.90
C -0.216 -1.334 2.624  0.32
C -1.047 -2.374 1.930  0.38
C -1.587 -3.417 2.684  -0.89
C -2.339 -4.404 2.084  -0.57
C -2.552 -4.333 0.712  -1.01
C -2.012 -3.272 0.027  -0.49
N -1.268 -2.309 0.612  0.49
H 3.094 -0.508 2.255  0.31
H 2.969 -2.761 2.600  0.36
H 1.737 -2.800 1.337  0.12
H 1.497 -1.203 3.925  0.43
H 0.870 -2.824 3.764  0.44
H -0.004 -0.508 1.949  -0.73
H -0.816 -0.932 3.443  0.51
H -1.412 -3.431 3.751  0.54
H -2.759 -5.210 2.670  0.44
H -3.142 -5.070 0.187  0.50
H -2.199 -3.155 -1.035  0.57
S -2.917 -0.107 -0.839  -0.38
P -2.722 -0.011 -2.866  0.76
S -0.690 0.120 -3.018  -0.58
C -3.563 1.394 -3.577  0.84
C -4.729 1.869 -2.982  -0.24
C -5.419 2.912 -3.579  -0.77
C -4.944 3.474 -4.756  -0.46
C -3.776 3.002 -5.342  -0.67
C -3.081 1.957 -4.756  -0.50
C -3.331 -1.515 -3.644  0.87
C -2.496 -2.352 -4.375  -0.34
C -3.018 -3.501 -4.955  -0.68
C -4.361 -3.808 -4.803  -0.51
C -5.195 -2.968 -4.073  -0.71
C -4.684 -1.820 -3.494  -0.55
H -5.089 1.446 -2.051  0.34
H -6.324 3.290 -3.123  0.42
H -5.484 4.289 -5.218  0.41
H -3.408 3.447 -6.256  0.41
H -2.170 1.588 -5.213  0.38
H -1.450 -2.103 -4.502  0.41
H -2.375 -4.149 -5.536  0.42
H -4.766 -4.701 -5.261  0.43
H -6.244 -3.207 -3.962  0.43
H -5.339 -1.166 -2.930  0.37

Results
lowest unoccupied orbital energy (alpha / beta) = -7.890 / -7.889 eV
net charge = +2
molecular weight = 731.19 g/mol
HOMO-LUMO gap (alpha / beta) = 5.806 / 5.807 eV
ΔE to the lowest compared entry with this formula, charge and spin = 0.000 eV
DFT total energy = -2950.05475 Ha


Record 7
Below is the molecule C4H3NO in a non-equilibrium geometry, with properties calculated with the ωB97M-V functional and the def2-TZVPD basis.

Last column: Mulliken charge in e.
Positions of all 9 atoms, in Å:
C 1.625 -1.040 -0.042  -0.62
C 1.330 0.238 0.087  -0.12
C -0.120 0.746 0.011  0.55
C -1.063 -0.426 0.063  0.28
H 0.901 -1.868 -0.087  0.25
H 2.704 -1.404 -0.099  0.22
H 2.195 0.991 0.015  0.28
N -1.754 -1.396 -0.018  -0.38
O -0.519 1.868 -0.052  -0.45

Results
lowest unoccupied orbital energy = -0.838 eV
molecular weight = 81.07 g/mol
HOMO-LUMO gap = 10.491 eV
ΔE to the lowest compared entry with this formula, charge and spin = 0.574 eV
DFT total energy = -284.15200 Ha


Record 8
Below is the molecule C4H5Cl3N4 in a non-equilibrium geometry, with properties calculated with the ωB97M-V functional and the def2-TZVPD basis.

Last column: Mulliken charge in e.
Positions of all 16 atoms, in Å:
C 0.077 -0.300 0.420  0.66
C -0.675 1.391 -1.320  -1.35
C 0.504 0.494 -0.812  -0.59
C 1.077 -1.374 0.851  0.35
N -0.250 0.534 1.546  -0.04
N -1.218 -0.976 0.127  -0.16
N -1.434 0.500 1.745  -0.32
N -2.067 -0.446 0.817  -0.13
Cl 2.500 -0.723 1.793  -0.13
Cl 0.154 -2.516 1.847  -0.11
Cl 1.913 -2.280 -0.417  -0.13
H -1.495 0.726 -1.161  0.50
H -0.439 1.874 -2.287  0.38
H -0.740 2.255 -0.704  0.33
H 1.367 1.142 -0.753  0.39
H 0.726 -0.302 -1.693  0.35

Results
lowest unoccupied orbital energy = -0.988 eV
molecular weight = 215.47 g/mol
HOMO-LUMO gap = 9.594 eV
ΔE to the lowest compared entry with this formula, charge and spin = 0.000 eV
DFT total energy = -1754.90156 Ha